[1]
Below is a 7-piece molecular cluster, C63H133N7O7 overall at a distorted geometry, with properties calculated with ωB97M-V/def2-TZVPD.

Its orbital gap is 8.90 eV. As for the relative energy (zero: lowest compared OMol25 entry of this formula, charge and spin): 38.6 kcal per mole. Its SMILES is CC1(C)CCCC(C)(C)N1O.CC1(C)CCCC(C)(C)N1O.CC1(C)CCCC(C)(C)N1O.CC1(C)CCCC(C)(C)N1O.CC1(C)CCCC(C)(C)N1O.CC1(C)CCCC(C)(C)N1O.CC1(C)CCCC(C)(C)N1O.

CARTESIAN COORDINATES (ANGSTROEM)
C  -1.83168  3.37069  -6.01157
C  -1.00212  4.44556  -5.31659
C  -1.94060  5.57416  -5.01229
C  -0.43196  3.74751  -4.06011
C  0.76638  2.82649  -4.38912
C  1.90016  3.55462  -5.15914
C  1.36911  4.21808  -6.44166
C  2.42048  5.24869  -6.92078
C  1.22249  3.09284  -7.51572
N  0.10179  4.96880  -6.12680
O  -0.41812  5.34135  -7.41285
H  -2.04155  3.69481  -7.03037
H  -1.44116  2.34844  -5.99706
H  -2.81238  3.31987  -5.50787
H  -1.44098  6.44338  -4.58717
H  -2.33071  5.84766  -6.00790
H  -2.71462  5.19030  -4.35400
H  -0.12693  4.49765  -3.29607
H  -1.33292  3.28699  -3.58252
H  1.15104  2.37537  -3.47674
H  0.40567  1.99960  -5.00591
H  2.65957  2.87058  -5.57275
H  2.41423  4.24869  -4.54491
H  2.42825  6.05139  -6.18025
H  2.03249  5.62720  -7.85205
H  3.41145  4.83695  -7.09308
H  2.10339  3.06602  -8.16252
H  0.39311  3.42762  -8.13734
H  0.91776  2.15769  -7.07013
H  -0.49826  6.30694  -7.36472
C  0.67071  4.77238  4.58181
C  0.84746  3.57080  3.57772
C  2.26370  3.04999  3.76765
C  -0.12052  2.46124  3.89391
C  -1.52479  2.62973  3.28128
C  -1.44619  2.99603  1.78505
C  -0.58785  4.27390  1.53884
C  -0.32111  4.47610  0.00350
C  -1.34365  5.53814  2.07953
N  0.73968  4.02509  2.15233
O  1.54455  5.21416  1.94110
H  -0.05276  4.66448  5.37765
H  1.61854  5.05876  5.06933
H  0.50265  5.65980  3.98167
H  3.08808  3.73796  3.63642
H  2.40424  2.79173  4.82166
H  2.39216  2.17666  3.11330
H  0.28857  1.55245  3.43127
H  -0.16309  2.32108  4.95945
H  -2.09554  1.70095  3.40105
H  -2.13474  3.33672  3.88927
H  -2.41665  3.13427  1.28250
H  -0.90702  2.13323  1.40989
H  0.42973  3.72733  -0.33806
H  0.09729  5.43452  -0.30354
H  -1.19874  4.32908  -0.63382
H  -2.17529  5.84291  1.39827
H  -0.64581  6.38843  2.17713
H  -1.73675  5.33592  3.05744
H  2.28971  4.96324  1.38930
C  1.30888  -1.11856  2.56754
C  0.99685  -1.50587  1.13725
C  2.30079  -1.88000  0.48486
C  -0.02078  -2.66380  1.18948
C  -0.64426  -2.96214  -0.21200
C  -1.38304  -1.71898  -0.72423
C  -0.43766  -0.51062  -0.88174
C  0.52186  -0.67475  -2.12174
C  -1.27969  0.74016  -1.06727
N  0.30123  -0.32650  0.44135
O  1.32446  0.70912  0.33759
H  0.49589  -0.47159  2.93494
H  1.22155  -2.08273  3.09870
H  2.32003  -0.67615  2.65182
H  2.82214  -2.56610  1.14479
H  2.03926  -2.42557  -0.41599
H  2.96382  -1.05389  0.19948
H  0.47809  -3.57958  1.53766
H  -0.82263  -2.36999  1.84786
H  0.12432  -3.29005  -0.91734
H  -1.39763  -3.72722  -0.04184
H  -2.20983  -1.41793  -0.06467
H  -1.86887  -1.94881  -1.67540
H  1.18096  0.19084  -2.34602
H  -0.10433  -0.88710  -2.97237
H  1.27075  -1.49333  -2.00528
H  -0.66526  1.59258  -1.32195
H  -1.98950  0.87555  -0.22913
H  -1.89122  0.50968  -1.95688
H  0.95154  1.47649  0.81523
C  -4.53606  -3.77579  1.26204
C  -4.44582  -3.70582  2.77509
C  -3.27208  -4.48553  3.34046
C  -4.19463  -2.23808  3.16671
C  -4.44572  -1.91472  4.69002
C  -5.86033  -2.34647  5.03767
C  -6.17990  -3.81540  4.68979
C  -5.46481  -4.72636  5.65122
C  -7.72547  -3.96441  4.73693
N  -5.79667  -4.06304  3.27090
O  -5.92830  -5.45813  2.97057
H  -4.45385  -4.81357  0.95586
H  -5.47790  -3.36124  0.94038
H  -3.67937  -3.27018  0.75152
H  -3.12586  -4.26242  4.38514
H  -3.54658  -5.54813  3.25717
H  -2.35975  -4.28730  2.79035
H  -3.16519  -1.94852  2.93955
H  -4.84533  -1.54004  2.60588
H  -3.73795  -2.46121  5.32241
H  -4.25948  -0.86242  4.80595
H  -6.54111  -1.62277  4.51559
H  -6.02017  -2.18325  6.09103
H  -5.42649  -5.72630  5.20217
H  -5.98206  -4.83489  6.59098
H  -4.43960  -4.39712  5.87312
H  -8.20620  -3.38200  3.94341
H  -8.06847  -3.62322  5.72343
H  -8.05578  -5.00649  4.62245
H  -6.70097  -5.60623  2.43429
C  5.10910  -4.69080  5.51358
C  3.90570  -4.08210  4.86902
C  3.88998  -4.45684  3.36891
C  2.64847  -4.69583  5.59256
C  2.36928  -4.07582  6.92200
C  2.19884  -2.56835  6.85600
C  3.42739  -1.82054  6.14157
C  3.05384  -0.41345  5.70488
C  4.48690  -1.80047  7.23007
N  3.81173  -2.61372  4.97673
O  5.08900  -2.05034  4.46681
H  5.11100  -5.77610  5.44880
H  6.00626  -4.26377  5.12635
H  5.06914  -4.31603  6.53923
H  4.54788  -3.84150  2.79802
H  4.05421  -5.51217  3.22704
H  2.91052  -4.20667  3.00652
H  1.75426  -4.59737  4.96949
H  2.83880  -5.75054  5.71218
H  1.43977  -4.50536  7.25049
H  3.11878  -4.38669  7.62925
H  2.23589  -2.17968  7.90672
H  1.21151  -2.29357  6.49769
H  2.28053  -0.55789  4.90279
H  3.97158  0.10853  5.42416
H  2.70193  0.13588  6.57692
H  4.32071  -2.64560  7.92666
H  4.48440  -0.92297  7.88739
H  5.41870  -1.92029  6.69809
H  4.88923  -1.43178  3.75651
C  5.14580  1.34300  -3.60664
C  5.49789  1.24417  -2.11263
C  5.33941  -0.24843  -1.70937
C  6.93214  1.67776  -1.75900
C  7.04997  3.19247  -1.75308
C  6.13137  3.87569  -0.68024
C  4.66918  3.52743  -1.04393
C  3.75174  4.10050  0.08476
C  4.21438  4.24209  -2.35704
N  4.53058  2.05521  -1.20599
O  3.16893  1.76875  -1.71595
H  5.77396  0.65272  -4.18443
H  4.07353  1.12694  -3.74168
H  5.35321  2.30715  -4.06652
H  5.75487  -0.43729  -0.70346
H  4.30388  -0.57763  -1.84080
H  5.93381  -0.84028  -2.40345
H  7.12731  1.36358  -0.73651
H  7.63327  1.23914  -2.46486
H  8.09870  3.46187  -1.62402
H  6.72239  3.59543  -2.69862
H  6.18278  4.95221  -0.74071
H  6.34433  3.52730  0.35987
H  3.92381  5.14516  -0.03689
H  4.17092  3.82689  1.06929
H  2.73448  3.81073  -0.05377
H  3.94858  5.27623  -2.13722
H  3.32035  3.74105  -2.69535
H  4.92226  4.26718  -3.17383
H  2.67707  1.39844  -0.91775
C  -5.49515  -4.18696  -4.55304
C  -4.14143  -3.74326  -4.02018
C  -3.95952  -4.29147  -2.61265
C  -2.99780  -4.20825  -4.92085
C  -2.95814  -3.46104  -6.27570
C  -2.87276  -1.91330  -6.01445
C  -4.00136  -1.38148  -5.07229
C  -3.50128  -0.04057  -4.59280
C  -5.27068  -1.23845  -5.88140
N  -4.04380  -2.25430  -3.84843
O  -5.18155  -1.83232  -3.06921
H  -5.77068  -3.53036  -5.36890
H  -5.38356  -5.21634  -4.91573
H  -6.32696  -4.28257  -3.83454
H  -3.70357  -5.34095  -2.59233
H  -3.16166  -3.81407  -2.04056
H  -4.85279  -4.23053  -2.00664
H  -2.04776  -4.16206  -4.36668
H  -3.29284  -5.26656  -5.15631
H  -2.06625  -3.76017  -6.85829
H  -3.74414  -3.76641  -6.95230
H  -3.08688  -1.44000  -6.97440
H  -1.85204  -1.81935  -5.61145
H  -4.17798  0.56391  -3.95777
H  -3.40876  0.68437  -5.41945
H  -2.58225  -0.21762  -3.99533
H  -5.07770  -0.49657  -6.71469
H  -6.12333  -0.93783  -5.28954
H  -5.48353  -2.15660  -6.43762
H  -4.82583  -1.53764  -2.23275

---

[2]
Below is a 7-piece molecular cluster, C63H133N7O7 overall at a distorted geometry, with properties calculated with ωB97M-V/def2-TZVPD.

The spin multiplicity is 2. As for the net charge: +1. Its orbital gap (spin up / spin down) is 6.82 / 2.61 eV. As for the relative energy (zero: lowest compared OMol25 entry of this formula, charge and spin): 42.3 kcal per mole. Its expectation value of S² is 0.754.

CARTESIAN COORDINATES (ANGSTROEM)
C  14.45011  35.05659  13.63413
C  14.05438  33.60181  13.47318
C  13.06321  33.61001  12.32304
C  12.73613  32.26788  11.74456
C  14.04099  31.48937  11.33658
C  15.07628  31.38151  12.52206
N  15.21080  32.70700  13.10393
O  16.31455  32.83116  14.01607
C  14.71281  30.33962  13.57805
C  16.47249  30.96261  11.82003
C  13.23529  33.01791  14.71429
H  14.93435  35.38571  12.71474
H  15.18516  35.28293  14.40652
H  13.57237  35.70282  13.64222
H  12.12585  34.09107  12.60238
H  13.45622  34.13783  11.45411
H  12.06062  32.29301  10.88950
H  12.26035  31.60125  12.46383
H  14.38467  32.16362  10.55213
H  13.79122  30.47560  11.02356
H  15.32279  30.40626  14.47894
H  13.70321  30.47376  13.96641
H  14.88301  29.38838  13.07380
H  16.77625  31.79609  11.18667
H  17.29040  30.97661  12.54039
H  16.40138  29.98768  11.33778
H  12.58600  33.76681  15.16780
H  13.86384  32.45504  15.40436
H  12.58489  32.21314  14.37160
H  16.91375  33.34581  13.47045
C  10.69158  38.45228  18.91135
C  9.29660  37.92763  18.41344
C  8.22628  38.42242  19.48989
C  6.73859  38.55459  18.95743
C  6.83471  39.39438  17.65057
C  7.63945  38.71577  16.49609
N  9.00487  38.44892  17.01595
O  9.82541  37.94480  15.99306
C  6.92187  37.46760  16.09721
C  7.84319  39.80518  15.35842
C  9.18162  36.39297  18.56296
H  11.49606  38.14199  18.24454
H  11.01946  38.08974  19.88559
H  10.80455  39.53614  18.93579
H  8.16475  37.79775  20.38102
H  8.49403  39.33581  20.02106
H  6.13461  39.00202  19.74681
H  6.38431  37.54043  18.77285
H  7.31586  40.34796  17.86795
H  5.84281  39.57578  17.23665
H  6.74804  36.83516  16.96779
H  6.03319  37.64230  15.49072
H  7.44378  36.87404  15.34661
H  8.34238  39.41065  14.47341
H  6.81866  40.01692  15.05246
H  8.28691  40.74565  15.68511
H  9.93330  35.76034  18.09086
H  8.15902  36.02667  18.47240
H  9.50469  36.10676  19.56387
H  10.36897  38.65397  15.64203
C  17.72038  31.41348  23.95360
C  19.03224  32.20016  23.82544
C  18.64578  33.67369  23.81674
C  19.81311  34.68818  23.98998
C  20.52429  34.32868  25.23360
C  21.01848  32.83772  25.33542
N  19.91176  31.97956  24.96358
O  20.17264  30.63122  25.15098
C  22.20884  32.65995  24.42044
C  21.43124  32.65222  26.82846
C  19.64175  31.92587  22.44385
H  16.98719  31.61832  24.73373
H  17.82251  30.32985  24.01207
H  17.22872  31.55199  22.99070
H  18.25006  33.84572  22.81579
H  17.79025  33.86558  24.46431
H  19.32361  35.64914  24.14822
H  20.47116  34.79304  23.12738
H  19.86229  34.66167  26.03297
H  21.37286  35.01246  25.25571
H  23.19786  32.95932  24.76732
H  22.41715  31.61341  24.19803
H  22.24028  33.24316  23.50013
H  21.50280  31.60220  27.11207
H  22.37210  33.16644  27.02459
H  20.68327  33.10667  27.47817
H  20.47928  32.60726  22.29434
H  18.84848  31.98134  21.69838
H  20.00447  30.89853  22.41074
H  19.54313  30.30247  25.79693
C  7.45360  33.91673  23.14579
C  8.54940  35.00503  23.33098
C  7.85295  36.37682  23.00810
C  8.70442  37.68634  23.30087
C  9.40907  37.66095  24.64788
C  9.96899  36.24390  25.07543
N  9.06945  35.07522  24.71798
O  9.46179  33.81441  25.10202
C  11.35669  35.96462  24.53338
C  10.05156  36.21312  26.60762
C  9.67408  34.75972  22.26109
H  6.81789  34.07196  24.01750
H  7.97205  32.97525  23.32725
H  6.91764  34.03427  22.20397
H  7.55661  36.34923  21.95952
H  6.94188  36.48888  23.59589
H  8.13364  38.61262  23.23506
H  9.40594  37.79549  22.47380
H  8.83508  38.08086  25.47390
H  10.23853  38.36109  24.54840
H  11.81532  34.98447  24.40273
H  11.51175  36.51319  23.60434
H  12.07531  36.45891  25.18712
H  10.77535  36.90905  27.03178
H  9.09264  36.37424  27.10018
H  10.35028  35.25002  27.02150
H  9.98055  33.71531  22.31939
H  10.42400  35.53474  22.10275
H  9.26932  34.82310  21.25102
H  8.67701  33.41852  25.48801
C  15.94523  33.06622  17.75488
C  14.89162  33.21008  18.99011
C  14.69729  34.79213  19.19599
C  13.49369  35.19993  19.95297
C  12.24625  34.57645  19.31478
C  12.30234  33.05221  19.18994
N  13.55133  32.64701  18.52675
O  13.61871  31.36052  18.27255
C  12.30542  32.40806  20.60783
C  11.03900  32.62119  18.45426
C  15.55111  32.52403  20.27184
H  15.86304  33.71203  16.88064
H  15.84921  32.10152  17.25667
H  16.98908  33.17480  18.04929
H  15.52257  35.25044  19.74094
H  14.93205  35.31223  18.26728
H  13.39069  36.27025  19.77439
H  13.65831  35.04711  21.01957
H  11.99640  35.08693  18.38468
H  11.35312  34.70581  19.92609
H  12.64066  31.37111  20.58677
H  13.08114  32.92006  21.17722
H  11.35594  32.46526  21.14010
H  11.13208  32.96610  17.42447
H  10.99634  31.53444  18.38167
H  10.11894  32.99082  18.90698
H  15.39591  31.45377  20.40807
H  14.89744  32.94644  21.03497
H  16.50659  32.98743  20.51773
H  13.56053  31.40446  17.31533
C  14.47986  27.76411  21.32400
C  15.91256  27.49075  20.82847
C  16.85089  28.11335  21.90762
C  18.18955  27.48323  22.12126
C  17.96660  26.02134  22.26070
C  17.32373  25.27859  21.09677
N  16.02127  26.00123  20.81388
O  15.30779  25.36652  19.82921
C  18.31028  25.21281  19.87723
C  17.03575  23.83835  21.52807
C  16.18134  28.11706  19.35782
H  14.18049  28.81154  21.36102
H  14.32583  27.30681  22.30137
H  13.74124  27.32203  20.65532
H  17.07634  29.10822  21.52359
H  16.32285  28.35088  22.83112
H  18.68371  27.86368  23.01522
H  18.83880  27.66765  21.26536
H  17.34373  25.86780  23.14192
H  18.88991  25.44377  22.30574
H  17.90822  24.67242  19.02024
H  18.70145  26.15715  19.49867
H  19.12496  24.51353  20.06542
H  17.88793  23.35052  22.00127
H  16.22496  23.96355  22.24573
H  16.71193  23.27008  20.65612
H  15.84683  29.15343  19.40408
H  15.58195  27.66916  18.56524
H  17.17211  28.02080  18.91374
H  14.49438  25.19483  20.30929
C  18.61418  37.93500  21.24032
C  17.92307  38.80367  20.17848
C  16.39753  38.40635  20.40275
C  15.48026  39.45145  19.83871
C  15.71039  40.82647  20.50904
C  17.18575  41.25834  20.25444
N  18.14196  40.18816  20.56965
O  19.44385  40.58370  20.40919
C  17.26255  41.82756  18.83949
C  17.49099  42.43258  21.33478
C  18.37601  38.45679  18.76950
H  18.99840  37.04960  20.73382
H  17.90767  37.56074  21.98119
H  19.36676  38.45455  21.83344
H  16.29302  37.43830  19.91278
H  15.96420  38.36218  21.40193
H  14.45834  39.07517  19.88559
H  15.60000  39.43322  18.75546
H  15.45046  40.74416  21.56439
H  15.09200  41.59138  20.03933
H  16.30886  42.17487  18.44207
H  18.12081  42.49035  18.72894
H  17.53805  41.04908  18.12802
H  16.67872  43.15861  21.30040
H  17.59221  42.03523  22.34471
H  18.43301  42.88199  21.02055
H  17.81500  38.94455  17.97234
H  18.35680  37.39160  18.53907
H  19.43279  38.69207  18.64317
H  19.64543  40.25765  21.28933